Arrangement 1

DFT (the ωB97M-V functional and the def2-TZVPD basis) results for 2 unconnected molecules or ions with the total composition C4H7NO4.

The geometry in XYZ format:
```
16
Properties=species:S:1:pos:R:3:nbo_charge:R:1
C 0.13565 1.69595 0.75462 0.7298
C -0.89949 1.86229 -0.01709 -0.8512
C 0.44688 -1.62121 0.31259 -0.6758
C 1.36403 -0.45509 0.14471 0.4236
N 1.54694 0.20502 -1.02537 0.3095
O 2.42191 1.02256 -1.21622 -0.5017
O 0.98409 1.86735 1.52688 -0.4617
O 0.56497 0.18033 -2.04655 -0.5839
O 2.21381 -0.27861 1.14970 -0.6409
H -1.16232 2.86780 -0.13308 0.2715
H -0.14409 0.90213 -1.90083 0.4979
H -1.62299 1.05516 -0.02456 0.2637
H -0.25988 -1.58479 1.10927 0.2288
H 1.02824 -2.48966 0.53150 0.2359
H 0.00216 -1.69689 -0.68497 0.2482
H 2.67362 0.49891 1.12729 0.5063
```

SMILES string: C/C(O)=[N+](/[O-])O.C=C=O
LUMO (spin up / spin down), eV: 0.299 / 0.299
E_HOMO (spin up / spin down), Ha: -0.308 / -0.307
Total charge: 0

---

Arrangement 2

DFT (the ωB97M-V functional and the def2-TZVPD basis) results for a single C4H7NO4 molecule.

The geometry in XYZ format:
```
16
Properties=species:S:1:pos:R:3:nbo_charge:R:1
C 0.37963 0.74405 0.60331 -0.1457
C 1.21835 -0.46922 0.00363 0.7977
C -0.82190 -0.04300 0.95501 -0.5609
C -1.78476 -0.42052 -0.19683 0.7941
H -0.36362 1.18833 -1.23668 0.3511
H 1.04088 1.95014 -0.90924 0.3680
H 0.84270 1.44850 1.36274 0.2539
H -0.59888 -0.94987 1.44254 0.2373
H -1.40797 0.51744 1.61730 0.2389
H -0.63799 -1.90919 -0.19800 0.5136
H 2.73558 -0.78315 -1.14946 0.5064
N 0.12751 1.70144 -0.52536 -0.7992
O 1.12536 -1.62068 0.32730 -0.6338
O -2.81538 0.14957 -0.47665 -0.5486
O -1.23717 -1.44533 -0.84201 -0.6951
O 2.19767 -0.05850 -0.77758 -0.6778
```

SMILES string: N[C@@H](CC(=O)O)C(=O)O
LUMO, eV: 0.324
E_HOMO, Ha: -0.366
Total charge: 0

---

Short version: arrangement 2 is the most stable of them.

---

Arrangement 1

DFT (the ωB97M-V functional and the def2-TZVPD basis) results for a single C4H7NO4 molecule.

The geometry in XYZ format:
```
16
Properties=species:S:1:pos:R:3:nbo_charge:R:1
C 0.62199 0.55015 0.35993 -0.1546
C 1.16977 -0.87784 0.21005 0.7717
C -0.68512 0.73483 -0.40350 -0.5269
C -1.72547 -0.03072 0.33025 0.8006
H 2.50912 1.21941 0.40784 0.3791
H 1.81463 1.41093 -1.03973 0.3518
H 0.46240 0.60449 1.45367 0.2450
H -0.49262 0.43390 -1.45760 0.2472
H -1.07397 1.76176 -0.47902 0.2639
H -3.31856 -1.00033 0.06232 0.4973
H 1.03711 -2.45441 -0.56555 0.5009
N 1.61218 1.47590 -0.03046 -0.8011
O 2.24269 -1.29297 0.62781 -0.6011
O -1.88570 -0.21361 1.52121 -0.6026
O -2.61901 -0.56339 -0.52264 -0.6774
O 0.33056 -1.75809 -0.47458 -0.6938
```

SMILES string: N[C@@H](CC(=O)O)C(=O)O
LUMO, eV: 0.598
E_HOMO, Ha: -0.368
Total charge: 0

---

Arrangement 2

DFT (the ωB97M-V functional and the def2-TZVPD basis) results for 2 unconnected molecules or ions with the total composition C4H7NO4.

The geometry in XYZ format:
```
16
Properties=species:S:1:pos:R:3:nbo_charge:R:1
C 1.17876 1.08307 0.11853 0.9745
C -1.30567 0.57683 -1.76560 0.8521
C -1.63216 -1.83811 -1.18376 -0.4050
C 0.99811 0.44617 2.39557 -0.2789
N -1.10226 -0.57525 -1.53221 -0.5290
O 1.16133 2.27191 0.25026 -0.6225
O -1.24395 1.70268 -2.04954 -0.5305
O 1.46541 0.41266 -0.96346 -0.6501
O 1.10841 0.12534 1.06931 -0.5161
H -2.31938 -1.86269 -0.22107 0.1951
H -0.87722 -2.56006 -1.01199 0.2126
H -2.22626 -2.30751 -1.89595 0.2030
H 0.77057 1.56518 2.70327 0.2195
H 2.03021 0.24965 2.81902 0.1793
H 0.35679 -0.41310 2.88062 0.1965
H 1.63730 1.12324 -1.61300 0.4994
```

SMILES string: COC(=O)O.CN=C=O
LUMO, eV: 0.577
E_HOMO, Ha: -0.380
Total charge: 0

---

Short version: arrangement 1 is the most stable of them.

---

Arrangement 1

DFT (the ωB97M-V functional and the def2-TZVPD basis) results for 2 unconnected molecules or ions with the total composition CH4N2O.

The geometry in XYZ format:
```
8
Properties=species:S:1:pos:R:3:nbo_charge:R:1
C 0.88201 0.36146 1.67643 -0.2473
N 0.37247 0.17021 0.51807 0.0124
N -1.27294 -0.59162 -1.56966 -0.5808
O -0.48760 0.74353 -0.19130 -0.2005
H 1.52329 -0.51240 1.88047 0.2110
H 0.74468 1.31477 2.26782 0.2002
H -1.27480 -0.27517 -2.52951 0.3038
H -0.61710 -1.35293 -1.52681 0.3012
```

LUMO (spin up / spin down), eV: 0.010 / -0.689
E_HOMO (spin up / spin down), Ha: -0.349 / -0.357
Total charge: 0

---

Arrangement 2

DFT (the ωB97M-V functional and the def2-TZVPD basis) results for 2 unconnected molecules or ions with the total composition CH4N2O.

The geometry in XYZ format:
```
8
Properties=species:S:1:pos:R:3:nbo_charge:R:1
C -1.02753 -0.05145 -1.57407 -0.0315
N 1.40417 0.37987 2.18516 0.0215
N 0.16260 0.25006 -1.23082 -0.5896
O 1.08215 -0.34515 3.09497 -0.2308
H 1.24885 -0.09739 1.17928 0.2152
H -1.73410 -0.63854 -1.00154 0.1428
H -1.52483 0.49525 -2.38503 0.1648
H 0.38869 0.00735 -0.26795 0.3076
```

SMILES string: C=N.N=O
LUMO, eV: -0.598
E_HOMO, Ha: -0.358
Total charge: 0

---

Arrangement 3

DFT (the ωB97M-V functional and the def2-TZVPD basis) results for a molecular structure, CH4N2O.

The geometry in XYZ format:
```
8
Properties=species:S:1:pos:R:3:nbo_charge:R:1
C 0.81867 -0.61137 -0.21865 0.0445
N -0.02631 0.46809 -0.56249 0.0193
N -1.17236 0.46278 0.11557 -0.5915
O 1.46523 0.44491 0.36790 -0.5174
H 0.46302 -1.33377 0.44036 0.1458
H 1.42009 -0.97751 -1.11305 0.1538
H -1.25263 0.26027 1.09086 0.3735
H -1.71572 1.28660 -0.12051 0.3720
```

LUMO (spin up / spin down), eV: 0.711 / 0.711
E_HOMO (spin up / spin down), Ha: -0.352 / -0.352
Total charge: 0

---

Arrangement 4

DFT (the ωB97M-V functional and the def2-TZVPD basis) results for a molecular structure, CH4N2O.

The geometry in XYZ format:
```
8
Properties=species:S:1:pos:R:3:nbo_charge:R:1
C 1.16757 -0.46794 0.06761 0.4950
H -1.93210 -0.48747 0.41566 0.3654
H -1.41009 0.83012 -0.57870 0.3639
H 0.23491 1.46466 0.17794 0.3286
H 0.79359 -1.48049 -0.11912 0.1279
N -1.15721 -0.13565 -0.21620 -0.6720
N 0.08968 0.13422 0.37821 -0.4095
O 2.21366 0.14256 -0.12541 -0.5992
```

LUMO, eV: 0.385
E_HOMO, Ha: -0.350
Total charge: 0

---

Short version: arrangement 4 is the most stable of them.

---

Arrangement 1

DFT (the ωB97M-V functional and the def2-TZVPD basis) results for a single CH4N2O molecule.

The geometry in XYZ format:
```
8
Properties=species:S:1:pos:R:3:nbo_charge:R:1
C -1.08608 -0.45442 0.34081 -0.0609
N 0.28572 0.61755 0.51148 0.0121
N 1.26327 0.62470 -0.41050 -0.6288
O -1.00577 0.90472 0.17176 -0.3776
H -0.87338 -1.08673 -0.60668 0.1587
H -1.48419 -0.83929 1.24818 0.1855
H 1.94470 -0.00216 0.07537 0.3762
H 0.95573 0.23561 -1.33041 0.3348
```

SMILES string: NN1CO1
LUMO, eV: 1.041
E_HOMO, Ha: -0.314
Total charge: 0

---

Arrangement 2

DFT (the ωB97M-V functional and the def2-TZVPD basis) results for a single CH4N2O molecule.

The geometry in XYZ format:
```
8
Properties=species:S:1:pos:R:3:nbo_charge:R:1
C -0.78564 0.41893 0.03083 0.2527
H 1.57269 -0.87514 0.70861 0.4717
H 0.82535 1.26979 -0.34151 0.3332
H -1.17516 1.35519 -0.28962 0.1599
H -1.00897 -1.48770 -0.07403 0.3493
N 0.63542 0.55113 0.12934 -0.3410
N -1.46015 -0.63743 -0.00675 -0.6768
O 1.39645 -0.59478 -0.15686 -0.5490
```

SMILES string: [H]/N=C\NO
LUMO, eV: 0.946
E_HOMO, Ha: -0.360
Total charge: 0

---

Arrangement 3

DFT (the ωB97M-V functional and the def2-TZVPD basis) results for 2 unconnected molecules or ions with the total composition CH4N2O.

The geometry in XYZ format:
```
8
Properties=species:S:1:pos:R:3:nbo_charge:R:1
C 1.42593 -0.22058 0.00115 -0.2844
N -2.52416 0.16533 -0.13951 -0.3052
N -1.61985 -0.49918 0.19543 0.1059
O 0.32001 0.56241 0.07630 -0.4238
H 2.25513 0.48546 0.30184 0.1983
H 1.71866 -0.71917 -0.98009 0.1425
H 1.17564 -0.97679 0.69567 0.1937
H -2.75137 1.20252 -0.15079 0.3730
```

LUMO (spin up / spin down), eV: 0.328 / -0.607
E_HOMO (spin up / spin down), Ha: -0.362 / -0.298
Total charge: 0

---

Short version: arrangement 2 is the most stable of them.